Record 1
Here is C39H42GeIrN3O as an isolated structure from the Open Molecules 2025 dataset. Energies are from wB97M-V/def2-TZVPD.

Cartesian coordinates (Å):
Ir 0.0289 0.0747 -0.4232
O -0.2714 -0.8637 -2.2809
C 0.1525 -0.2446 -3.4578
C 0.8151 -1.0266 -4.3870
C 1.2221 -0.4718 -5.5875
C 0.9660 0.8681 -5.8563
C 0.3134 1.6447 -4.9179
C -0.1123 1.1062 -3.7018
C -0.7872 1.9642 -2.7248
N -0.7701 1.8089 -1.4080
C -1.4709 2.8588 -0.8559
C -1.9057 3.6625 -1.8586
N -1.4709 3.0837 -3.0248
H 1.0077 -2.0659 -4.1578
H 1.7424 -1.0833 -6.3091
H 1.2888 1.3087 -6.7868
H 0.1581 2.6940 -5.1233
H -1.6017 2.9610 0.2049
H -2.4778 4.5701 -1.8492
H -1.6603 3.4231 -3.9558
C -3.1707 -1.9615 2.8258
C -2.0345 -1.0284 3.1189
C -1.8968 -0.4376 4.3873
C -0.8221 0.4078 4.7056
C -0.7110 1.0031 6.0786
C 0.1347 0.6734 3.7514
C 0.0387 0.1109 2.4415
C -1.0865 -0.7376 2.1753
N 0.8791 0.3208 1.4171
C 2.3063 0.7060 1.3830
C 2.9061 1.3349 2.6412
C 4.3898 1.6472 2.4005
C 4.5262 2.6242 1.2317
C 3.9457 1.9855 -0.0325
C 4.6931 0.6876 -0.3481
C 4.5577 -0.2811 0.8296
C 5.1459 0.3555 2.0896
C 3.0761 -0.5906 1.0638
C 2.4656 1.6752 0.2068
H -4.1151 -1.4174 2.7903
H -3.2604 -2.7160 3.6052
H -3.0285 -2.4707 1.8728
H -2.6398 -0.6467 5.1465
H -1.6662 0.9867 6.5976
H -0.3597 2.0322 6.0334
H 0.0033 0.4351 6.6767
H 0.9286 1.3555 3.9948
H -1.1315 -1.2803 1.2310
H 2.8170 0.6534 3.4894
H 2.3848 2.2660 2.8801
H 4.7920 2.0989 3.3101
H 5.5787 2.8659 1.0727
H 4.0103 3.5613 1.4541
H 4.0252 2.6795 -0.8723
H 5.7471 0.9056 -0.5280
H 4.2983 0.2339 -1.2621
H 5.0759 -1.2168 0.6082
H 6.2038 0.5761 1.9361
H 5.0813 -0.3378 2.9313
H 2.9501 -1.2924 1.8933
H 2.6442 -1.0573 0.1659
H 2.0445 1.2177 -0.7148
H 1.8997 2.5906 0.4021
Ge -1.8679 -1.9242 -2.4366
C -1.6255 -3.2250 -1.0397
C -0.4524 -3.3492 -0.2944
C -0.3500 -4.3010 0.7101
C -1.4158 -5.1503 0.9667
C -2.5780 -5.0559 0.2159
C -2.6836 -4.1000 -0.7832
C -3.2580 -0.6219 -2.2497
C -3.5888 -0.0540 -1.0179
C -4.5703 0.9186 -0.9335
C -5.2427 1.3220 -2.0805
C -4.9368 0.7533 -3.3068
C -3.9462 -0.2151 -3.3929
H -1.7842 -2.4156 -3.8782
H 0.4193 -2.7400 -0.5213
H 0.5667 -4.3960 1.2751
H -1.3346 -5.8985 1.7420
H -3.3999 -5.7314 0.4034
H -3.6033 -4.0376 -1.3525
H -3.1033 -0.3898 -0.1065
H -4.8280 1.3490 0.0232
H -6.0204 2.0693 -2.0134
H -5.4742 1.0557 -4.1930
H -3.7156 -0.6535 -4.3561

Computed properties:
Electronic energy (eV): -106982.8092
HOMO-LUMO gap (alpha / beta) (eV): 8.549 / 6.154
Total charge: +2
Multiplicity: 5
ΔE to the lowest compared entry with this formula, charge and spin (kJ/mol): 39.3

Calculated atomic charges, method Löwdin, unit e: 1.365 -0.428 -0.313 -0.009 -0.028 -0.039 -0.006 -0.087 -0.265 -0.059 -0.102 -0.035 0.153 0.131 0.123 0.121 0.120 0.116 0.131 0.174 -0.015 -0.234 0.067 -0.225 -0.020 0.057 -0.229 -0.008 -0.052 -0.441 -0.088 -0.272 -0.102 -0.271 -0.103 -0.273 -0.104 -0.083 -0.111 0.098 0.098 0.066 0.139 0.088 0.092 0.101 0.101 0.060 0.128 0.129 0.151 0.132 0.127 0.148 0.131 0.123 0.150 0.131 0.128 0.135 0.104 0.085 0.131 1.053 -0.317 -0.147 -0.064 -0.055 -0.060 -0.101 -0.320 -0.123 -0.071 -0.057 -0.061 -0.106 0.039 0.074 0.114 0.117 0.118 0.111 0.080 0.112 0.116 0.115 0.102


Record 2
Here is C39H42IrN5OPS as an isolated structure at a distorted geometry from the Open Molecules 2025 dataset. Energies are from wB97M-V/def2-TZVPD.

Cartesian coordinates (Å):
Ir -0.7261 0.0062 -0.4940
C 1.4497 1.8783 -2.1201
N 0.0676 1.6411 -1.6774
C -0.7150 2.6602 -1.6282
C -1.9665 2.5768 -1.0102
C -2.9390 3.5340 -0.7626
C -3.8408 2.9413 0.1327
C -3.3647 1.6575 0.3795
N -2.2401 1.4237 -0.3365
C 1.6552 1.8487 -3.6255
C 0.9761 2.7290 -4.4641
C 1.1991 2.7191 -5.8326
C 2.1169 1.8357 -6.3845
C 2.8180 0.9731 -5.5573
C 2.5856 0.9819 -4.1870
H 2.0789 1.1263 -1.6602
H 1.7695 2.8496 -1.7365
H -0.3853 3.6303 -1.9936
H -2.9857 4.5265 -1.1857
H -4.7262 3.3834 0.5621
H -3.7808 0.9310 1.0564
H 0.2681 3.4403 -4.0554
H 0.6645 3.4122 -6.4690
H 2.2936 1.8307 -7.4525
H 3.5549 0.2956 -5.9699
H 3.1513 0.3167 -3.5484
C -1.3665 -5.5516 -1.3738
C -0.7042 -4.2388 -1.6291
C 0.4514 -3.9292 -2.3135
C 0.5940 -2.5362 -2.2172
N -0.4220 -2.0239 -1.5253
N -1.1979 -3.0748 -1.1850
C 1.6817 -1.6863 -2.7537
H -0.6215 -6.3439 -1.3857
H -2.1031 -5.7746 -2.1470
H -1.8652 -5.5610 -0.4038
H 1.1102 -4.6180 -2.8174
H -1.9738 -2.8794 -0.5672
H 2.6303 -2.2226 -2.7211
H 1.7539 -0.7829 -2.1562
H 1.4797 -1.4149 -3.7894
N 0.9286 -0.0093 0.5025
P 1.4830 0.6215 1.8248
C 3.2863 0.6616 1.7846
C 4.0180 0.7838 2.9652
C 5.4035 0.7791 2.9171
C 6.0581 0.6527 1.6987
C 5.3315 0.5447 0.5215
C 3.9439 0.5387 0.5648
C 1.0814 -0.3636 3.2964
C 1.0608 -1.7480 3.1215
C 0.8439 -2.5788 4.2109
C 0.6527 -2.0297 5.4744
C 0.6586 -0.6534 5.6481
C 0.8743 0.1838 4.5601
C 0.8831 2.2975 2.1257
C 1.7407 3.3936 2.1816
C 1.2127 4.6738 2.2991
C -0.1610 4.8595 2.3462
C -1.0196 3.7679 2.2743
C -0.4992 2.4881 2.1717
H 3.5021 0.8824 3.9129
H 5.9746 0.8742 3.8317
H 7.1399 0.6275 1.6667
H 5.8426 0.4612 -0.4295
H 3.3523 0.4259 -0.3324
H 1.2147 -2.1530 2.1273
H 0.8282 -3.6537 4.0795
H 0.4956 -2.6802 6.3263
H 0.5005 -0.2317 6.6328
H 0.8791 1.2608 4.6911
H 2.8124 3.2472 2.1305
H 1.8784 5.5265 2.3423
H -0.5667 5.8596 2.4342
H -2.0916 3.9167 2.2854
H -1.1575 1.6299 2.1122
O -2.4987 -1.4584 0.4828
S -3.9070 -1.4891 1.0597
C -4.2525 -3.2532 1.3464
C -4.8293 -3.8105 0.0514
C -5.7921 -2.7359 -0.4449
C -5.0230 -1.4195 -0.3865
H -4.9828 -3.2977 2.1572
H -3.3198 -3.7064 1.6811
H -5.3334 -4.7611 0.2226
H -4.0414 -3.9786 -0.6882
H -6.6655 -2.6974 0.2089
H -6.1425 -2.9363 -1.4564
H -5.6614 -0.5437 -0.2843
H -4.3626 -1.2805 -1.2440

Computed properties:
Electronic energy (eV): -73578.3936
HOMO-LUMO gap (alpha / beta) (eV): 6.844 / 6.684
Total charge: +1
ΔE to the lowest compared entry with this formula, charge and spin (kJ/mol): 235.3

Calculated atomic charges, method Löwdin, unit e: 1.320 -0.155 -0.058 -0.091 -0.347 -0.020 -0.074 -0.178 -0.121 -0.201 -0.039 -0.072 -0.079 -0.070 -0.066 0.053 0.135 0.143 0.114 0.102 0.053 0.099 0.107 0.107 0.108 0.100 -0.010 -0.284 0.028 -0.325 -0.053 0.030 -0.026 0.087 0.088 0.075 0.120 0.087 0.098 0.027 0.089 -0.397 0.777 -0.290 -0.073 -0.067 -0.071 -0.067 -0.073 -0.296 -0.083 -0.077 -0.079 -0.075 -0.085 -0.290 -0.068 -0.071 -0.069 -0.069 -0.097 0.108 0.109 0.109 0.107 0.068 0.098 0.104 0.106 0.107 0.109 0.103 0.108 0.108 0.103 0.091 -0.648 0.992 -0.296 -0.228 -0.218 -0.287 0.101 0.098 0.124 0.100 0.121 0.123 0.094 0.106


Which of these has the lowest electronic energy?
C39H42GeIrN3O


What is the formula in the second record?
C39H42IrN5OPS


Among the records above, which one has the highest total charge?
C39H42GeIrN3O